The following is a DFT calculation (ωB97M-V/def2-TZVPD) of a molecular structure, C5H5NO at a distorted geometry.

```
12
Properties=species:S:1:pos:R:3:mulliken_charge:R:1
N -0.18001 -2.95103 -0.36917 -0.4437
C -0.42404 -1.84185 -0.58871 0.0687
C -0.71024 -0.40992 -0.78755 0.2448
O -1.44411 0.12544 0.32962 -0.4082
C -0.37867 1.03852 0.60066 -0.0220
C 0.90602 0.34338 0.87736 -0.6810
C 0.45995 0.54137 -0.54571 -0.3242
H -1.24276 -0.25864 -1.73185 0.3193
H -0.62553 2.00534 1.02244 0.3977
H 1.70857 1.00881 1.18237 0.2585
H 0.90487 -0.64303 1.33315 0.2297
H 1.02596 1.04161 -1.32261 0.3605
```

Values from the calculation:
ΔE to the lowest compared entry with this formula, charge and spin ... 2.627 eV
Total energy ... -323.423161 Eh
Gap between HOMO and LUMO ... 10.94 eV
Net charge ... 0